Density functional theory data (ωB97M-V with the def2-TZVPD basis set) for a 2-piece molecular cluster, C11H11NS overall.

## Properties
HOMO energy	-7.89	eV
orbital gap	7.861	eV
ΔE to the lowest compared entry with this formula, charge and spin	50.6	kcal/mol

```
! wB97M-V def2-TZVPD RIJCOSX def2/J DEFGRID3
* xyz 0 1
C 1.37867 -0.53623 1.87736
N 0.58866 -0.20674 0.96063
C 1.02108 0.03239 -0.33507
C 0.53572 1.14864 -1.01375
C 0.92477 1.38598 -2.31713
C 1.77834 0.50809 -2.96588
C 2.24796 -0.61352 -2.30219
C 1.87445 -0.85218 -0.99416
H 2.46463 -0.60433 1.75899
H 0.98518 -0.75349 2.86006
H -0.12667 1.82393 -0.49416
H 0.55966 2.25777 -2.83748
H 2.07540 0.69267 -3.98730
H 2.90584 -1.30480 -2.80973
H 2.21278 -1.73653 -0.47634
C -2.86937 0.64536 1.70053
C -2.27124 -0.53583 1.81748
C -2.55063 -1.66018 0.95001
C -1.84144 -2.75452 0.92667
S -0.96673 -4.04126 0.89357
H -2.60786 1.46533 2.34566
H -3.62089 0.83102 0.95329
H -1.50891 -0.69378 2.56261
H -3.37030 -1.56465 0.25011
*
```